[1]
This record from OMol25 describes C38H37ClN5O7RuTe as an isolated structure at a distorted geometry. The level of theory is the ωB97M-V functional and the def2-TZVPD basis.

Positions of all 90 atoms, in Å:
Ru (-0.67664, -0.33202, 0.04238)
O (2.16465, 2.59002, 0.53542)
C (1.49404, 1.65031, 0.95328)
N (0.13907, 1.47030, 0.44335)
C (-0.37366, 2.44924, -0.51078)
C (-0.19813, 3.80951, -0.34786)
C (-0.69956, 4.68157, -1.30236)
C (-1.36143, 4.16979, -2.41397)
C (-1.58460, 2.81062, -2.55647)
C (-1.11726, 1.92753, -1.57584)
N (-1.32745, 0.55820, -1.55809)
C (-1.60587, -0.23279, -2.69017)
O (-2.31811, 0.13174, -3.63377)
C (-0.91516, -1.49672, -2.60085)
C (-1.00702, -2.52036, -3.56396)
C (-0.25051, -3.65239, -3.44062)
C (0.64901, -3.76678, -2.33037)
C (0.67120, -2.75327, -1.40271)
N (-0.08314, -1.65241, -1.48887)
C (1.96837, 0.73760, 1.94989)
C (3.06294, 1.16796, 2.74710)
C (3.58001, 0.41066, 3.74666)
C (3.01881, -0.87604, 3.99452)
C (2.01171, -1.30722, 3.19238)
N (1.50824, -0.55747, 2.18477)
H (0.34652, 4.17836, 0.50847)
H (-0.56473, 5.74866, -1.18426)
H (-1.72352, 4.84442, -3.18076)
H (-2.12642, 2.40653, -3.39764)
H (-1.68057, -2.36515, -4.39768)
H (-0.31707, -4.44284, -4.17745)
H (1.29914, -4.62196, -2.21078)
H (1.31933, -2.79357, -0.53181)
H (3.44333, 2.15413, 2.52440)
H (4.39771, 0.78155, 4.34914)
H (3.37922, -1.52125, 4.78112)
H (1.54318, -2.27369, 3.28817)
O (-0.77104, -1.97009, 4.18323)
Cl (-1.63655, -1.55736, 3.08018)
O (-2.84690, -0.84724, 3.48278)
O (-0.84000, 1.16821, 1.40640)
O (0.70766, -1.23260, 1.32589)
C (-3.92758, 0.12763, 0.51799)
C (-3.62133, -1.34849, 0.48469)
O (-4.43723, -2.17067, 0.88067)
N (-2.41755, -1.69167, -0.05163)
Te (-2.12197, -3.66306, -0.05760)
C (-3.46517, -4.63538, -1.35689)
C (-4.34201, -3.98253, -2.22680)
C (-4.43065, -2.49055, -2.39641)
C (-5.17633, -4.77754, -3.01248)
C (-5.13965, -6.16174, -2.97836)
C (-6.06444, -6.98634, -3.83201)
C (-4.19045, -6.76998, -2.16914)
C (-3.33384, -6.02988, -1.36423)
C (-2.30055, -6.77722, -0.55637)
C (-2.59113, -4.59847, 1.79288)
C (-3.84194, -5.01231, 2.26843)
C (-5.14086, -4.94686, 1.51116)
C (-3.89044, -5.58453, 3.54034)
C (-2.76621, -5.75726, 4.32958)
C (-2.85949, -6.37894, 5.69574)
C (-1.53811, -5.37458, 3.81018)
C (-1.42316, -4.80149, 2.55083)
C (-0.02775, -4.45479, 2.07355)
H (-3.47494, 0.64712, -0.32348)
H (-5.00784, 0.25472, 0.53229)
H (-3.51038, 0.54894, 1.43623)
H (-3.44885, -2.02274, -2.45371)
H (-4.97218, -2.04227, -1.56192)
H (-4.96644, -2.25714, -3.31418)
H (-5.87361, -4.28044, -3.67769)
H (-6.86925, -6.37737, -4.24121)
H (-6.50885, -7.79870, -3.25551)
H (-5.52597, -7.43541, -4.66908)
H (-4.10094, -7.85133, -2.16723)
H (-2.17739, -7.78127, -0.95888)
H (-2.58673, -6.86548, 0.49395)
H (-1.32450, -6.28645, -0.59349)
H (-5.01685, -5.18872, 0.45518)
H (-5.56430, -3.94839, 1.55479)
H (-5.84388, -5.65385, 1.95090)
H (-4.85611, -5.89970, 3.91983)
H (-3.89305, -6.43458, 6.03445)
H (-2.28953, -5.80321, 6.42549)
H (-2.45297, -7.39257, 5.68779)
H (-0.64177, -5.50898, 4.40460)
H (0.68845, -4.70381, 2.85508)
H (0.10538, -3.39134, 1.84353)
H (0.24332, -5.01260, 1.17449)

Atomic forces in eV per Å
0.800 -0.379 -0.389
0.020 -0.078 0.095
-0.115 -0.008 0.065
-0.326 0.038 -0.004
0.182 0.046 0.145
-0.006 0.079 0.011
-0.010 -0.030 -0.004
0.000 -0.035 0.005
-0.062 0.123 0.011
-0.112 -0.181 -0.170
-0.222 0.144 0.000
0.267 0.094 0.011
0.008 -0.082 0.021
0.031 0.184 -0.039
0.033 -0.050 -0.010
0.020 0.005 0.053
0.000 0.004 -0.098
0.288 0.213 -0.084
-0.300 -0.108 0.113
0.093 -0.040 -0.143
-0.056 0.020 -0.054
0.002 -0.073 0.062
0.074 0.045 -0.005
-0.008 0.017 -0.002
-0.115 0.195 0.172
0.013 -0.009 -0.030
0.019 0.008 -0.012
-0.024 0.011 0.002
-0.019 0.003 0.000
-0.020 -0.015 -0.003
-0.004 -0.004 -0.009
0.020 -0.006 -0.005
-0.068 -0.037 0.025
0.017 -0.007 -0.019
0.009 0.001 0.009
-0.012 0.009 0.036
0.050 0.008 -0.028
0.200 -0.187 0.318
-0.036 0.247 -0.132
-0.235 0.081 0.094
0.086 0.062 -0.278
-0.339 -0.322 -0.142
0.064 0.055 0.112
0.251 0.492 -0.307
-0.446 -0.525 0.104
-0.011 -0.263 0.996
0.457 0.178 -0.504
-0.132 0.110 -0.003
-0.081 -0.018 -0.097
-0.033 -0.064 0.160
0.013 0.011 0.014
-0.007 0.021 -0.014
0.025 -0.008 -0.001
0.032 -0.014 0.000
-0.032 -0.144 -0.105
-0.079 0.026 0.048
-0.088 0.295 0.038
-0.019 -0.141 0.080
0.091 0.022 -0.131
-0.003 0.036 -0.031
0.017 -0.021 -0.021
0.006 0.004 -0.008
-0.021 0.023 0.031
0.083 -0.099 0.105
-0.102 0.109 0.020
-0.038 0.005 -0.012
-0.010 -0.009 0.003
-0.005 0.006 -0.080
-0.045 -0.009 0.005
0.001 0.001 -0.007
-0.001 0.016 -0.023
-0.010 -0.004 -0.015
-0.008 0.009 -0.001
-0.006 -0.003 0.002
0.008 -0.001 -0.006
-0.009 -0.016 -0.002
0.006 -0.016 -0.005
0.007 -0.001 -0.027
0.024 -0.008 -0.015
-0.033 0.007 0.114
-0.002 0.108 0.018
-0.021 -0.012 -0.028
-0.012 -0.019 0.012
-0.013 0.003 0.002
0.001 0.010 0.004
0.003 -0.003 0.003
0.016 -0.010 0.013
0.023 -0.017 0.009
-0.012 -0.094 -0.030
0.007 -0.016 -0.009

As for the total energy: -84180.1637 eV. For the HOMO-LUMO gap (spin up / spin down), the calculation gives 4.3 / 5.8 eV. Its total charge is -1. The calculation puts the HOMO energy (spin up / spin down) at -2.3 / -4.9 eV. The calculation puts the energy above the lowest of the compared OMol25 structures with the same formula, charge and spin at 284.1 kJ/mol. The spin multiplicity is 5.

---

[2]
This record from OMol25 describes a single C4H5NO2 molecule at a distorted geometry. The level of theory is the ωB97M-V functional and the def2-TZVPD basis.

Positions of all 12 atoms, in Å:
C (0.92738, 0.17015, -1.44195)
C (1.01358, 0.79008, -0.07990)
C (-0.51441, -0.74580, 1.11732)
C (-1.30532, 0.12626, 0.26824)
H (1.71213, 0.40608, -2.24531)
H (-0.70191, -0.80435, 2.14663)
H (0.05557, -1.79462, 0.82779)
H (-1.33695, -0.05143, -0.87828)
H (-2.13121, 0.68736, 0.73782)
N (0.00897, 0.58127, 0.95847)
O (0.28859, -0.85412, -1.57604)
O (1.98359, 1.48913, 0.16523)

Atomic forces in eV per Å
1.066 -2.461 -1.218
0.802 2.073 2.266
1.692 -3.907 -0.101
-0.893 0.653 -0.623
-0.976 0.584 1.065
-1.067 -0.468 1.261
-1.423 3.123 -0.006
-0.134 0.530 2.760
0.334 -0.562 -0.484
1.078 0.859 -3.612
0.655 0.627 -0.749
-1.134 -1.051 -0.560

As for the total energy: -9810.7277 eV. For the HOMO-LUMO gap, the calculation gives 9.1 eV. The calculation puts the HOMO energy at -9.9 eV. The calculation puts the energy above the lowest of the compared OMol25 structures with the same formula, charge and spin at 346.1 kJ/mol. The spin multiplicity is 1.